1.
ORCA calculation (ωB97M-V/def2-TZVPD) on one molecule with the formula C4H10O at a distorted geometry.

Geometry (Å):
C  -0.887  0.668  0.980
C  0.170  0.224  -0.002
C  -0.622  -0.252  -1.205
C  1.090  -0.850  0.620
H  -1.476  1.381  0.514
H  -0.438  1.089  1.904
H  -1.416  -0.252  1.252
H  -1.560  -0.889  -0.989
H  0.043  -0.866  -1.924
H  -1.087  0.614  -1.671
H  1.625  -0.579  1.484
H  1.792  -1.140  -0.128
H  0.510  -1.801  0.869
H  1.319  1.249  -1.357
O  0.936  1.404  -0.349

Calculated values
- highest occupied orbital energy (eV) = -10.26
- HOMO-LUMO gap (eV) = 11.14
- F_max (eV/Å) = 4.26
- relative energy (zero: lowest compared OMol25 entry of this formula, charge and spin) (eV) = 0.808
- structure (SMILES) = CC(C)(C)O
- LUMO (eV) = 0.883
- molar mass (g mol⁻¹) = 74.1

***

2.
ORCA calculation (ωB97M-V/def2-TZVPD) on C37H61BN6O3PS5Sc as an isolated structure.

Geometry (Å):
Sc  -0.330  0.031  -0.276
C  3.947  -1.971  1.238
C  3.415  -2.875  2.346
C  2.942  -4.204  1.747
C  4.563  -3.105  3.339
N  2.264  -2.287  3.098
C  1.751  -2.963  4.202
C  0.740  -2.228  4.681
N  0.611  -1.108  3.883
B  -0.523  -0.104  4.203
N  -0.189  1.355  3.785
C  0.692  2.087  4.555
C  0.802  3.312  4.018
N  -0.010  3.336  2.887
C  -0.623  2.122  2.761
S  -1.699  1.680  1.512
C  -0.337  4.576  2.110
C  -0.184  4.349  0.606
C  0.633  5.685  2.518
C  -1.763  5.000  2.458
N  -1.923  -0.548  3.714
C  -3.029  -0.004  4.337
C  -4.119  -0.403  3.671
N  -3.690  -1.229  2.635
C  -2.326  -1.301  2.660
S  -1.303  -2.073  1.537
C  -4.684  -1.778  1.661
C  -5.133  -0.619  0.770
C  -5.862  -2.364  2.451
C  -4.129  -2.891  0.780
C  1.535  -1.152  2.893
S  1.731  -0.012  1.641
H  4.791  -2.495  0.783
H  4.294  -1.015  1.631
H  3.211  -1.755  0.469
H  3.700  -4.592  1.064
H  2.014  -4.059  1.193
H  2.764  -4.953  2.521
H  5.418  -3.518  2.801
H  4.299  -3.803  4.135
H  4.864  -2.159  3.793
H  2.142  -3.904  4.540
H  0.083  -2.404  5.515
H  -0.595  -0.075  5.419
H  1.185  1.658  5.411
H  1.415  4.138  4.322
H  0.763  3.859  0.386
H  -0.198  5.320  0.104
H  -0.980  3.732  0.203
H  1.670  5.390  2.341
H  0.515  5.979  3.563
H  0.419  6.557  1.903
H  -2.467  4.216  2.176
H  -2.017  5.912  1.913
H  -1.851  5.194  3.530
H  -2.932  0.658  5.181
H  -5.151  -0.157  3.831
H  -5.604  0.177  1.351
H  -5.852  -0.981  0.031
H  -4.274  -0.202  0.240
H  -6.413  -1.614  3.016
H  -5.509  -3.131  3.144
H  -6.558  -2.825  1.749
H  -3.354  -2.535  0.109
H  -4.965  -3.266  0.183
H  -3.720  -3.711  1.371
C  -4.380  -0.227  -5.826
C  -3.596  -0.711  -4.625
O  -3.265  0.423  -3.825
P  -1.953  0.343  -2.851
S  -1.820  2.031  -1.877
S  -2.021  -1.338  -1.809
O  -0.782  0.150  -3.940
C  -0.459  1.187  -4.870
C  0.768  0.744  -5.631
H  -4.626  -1.070  -6.476
H  -3.796  0.495  -6.399
H  -5.308  0.255  -5.513
H  -2.691  -1.238  -4.937
H  -4.189  -1.403  -4.023
H  -0.286  2.117  -4.327
H  -1.305  1.340  -5.545
H  1.620  0.614  -4.961
H  1.020  1.488  -6.391
H  0.582  -0.212  -6.125
C  0.808  -2.754  -3.877
C  1.851  -2.622  -2.758
C  1.247  -2.948  -1.396
C  2.634  -1.313  -2.869
C  3.759  -1.391  -3.691
C  4.572  -0.306  -3.964
C  4.250  0.901  -3.364
C  3.147  1.044  -2.529
C  2.911  2.430  -1.952
C  1.655  3.100  -2.517
C  2.915  2.469  -0.425
C  2.291  -0.065  -2.281
O  1.208  0.103  -1.547
H  0.439  -3.784  -3.926
H  1.247  -2.495  -4.844
H  -0.041  -2.093  -3.698
H  2.598  -3.401  -2.942
H  0.614  -2.147  -1.039
H  2.035  -3.112  -0.658
H  0.636  -3.854  -1.453
H  3.994  -2.354  -4.136
H  5.435  -0.401  -4.611
H  4.875  1.771  -3.541
H  3.771  3.020  -2.280
H  0.762  2.534  -2.252
H  1.711  3.167  -3.607
H  1.545  4.115  -2.121
H  2.007  2.021  -0.025
H  2.970  3.504  -0.072
H  3.766  1.921  -0.014

Calculated values
- highest occupied orbital energy (alpha / beta) (eV) = -1.75 / -4.60
- HOMO-LUMO gap (alpha / beta) (eV) = 4.17 / 7.01
- expectation value of S² = 0.751
- F_max (eV/Å) = 0.89
- relative energy (zero: lowest compared OMol25 entry of this formula, charge and spin) (eV) = 0.307
- LUMO (alpha / beta) (eV) = 2.419 / 2.417
- total charge = -1
- 2S+1 = 2
- molar mass (g mol⁻¹) = 885.0